(1)
Computed, not measured: an isolated ion of composition C4H11N2O and charge +1, with ωB97M-V/def2-TZVPD.

Values from the calculation:
HOMO (eV): -14.39
Maximum force (eV Å⁻¹): 1.676
SMILES: CC[NH2+]CC(N)=O

Geometry as ORCA input:
```
! RIJCOSX wB97M-V def2-TZVPD def2/J DEFGRID3
* xyz 1 1
C 1.682 -1.120 -1.816
C 1.104 -0.428 -0.575
N -0.388 -0.132 -0.820
C -1.193 0.100 0.422
C -0.553 1.041 1.454
N -1.460 1.281 2.461
O 0.557 1.489 1.374
H 2.525 -0.507 -2.148
H 1.042 -1.017 -2.697
H 2.023 -2.135 -1.697
H 1.159 -1.060 0.298
H 1.552 0.536 -0.374
H -0.440 0.635 -1.479
H -0.779 -0.896 -1.371
H -1.461 -0.832 0.917
H -2.097 0.582 0.059
H -1.883 0.444 2.847
H -1.388 2.018 3.145
*
```

Which charges does Mulliken predict for the atoms? In e, they are: -1.145, -0.330, -0.248, -0.762, 0.546, -0.392, -0.500, 0.326, 0.356, 0.329, 0.354, 0.397, 0.393, 0.384, 0.402, 0.404, 0.220, 0.265

=====

(2)
Computed, not measured: a 10-piece molecular cluster, C11H42N12O10 overall, with ωB97M-V/def2-TZVPD.

Values from the calculation:
HOMO (eV): -8.64
Maximum force (eV Å⁻¹): 9.321
SMILES: NC(N)=O.NC(N)=O.NC(N)=O.NC(N)=O.NC(N)=O.NC(N)=O.CCO.CO.CO.CO

Geometry as ORCA input:
```
! RIJCOSX wB97M-V def2-TZVPD def2/J DEFGRID3
* xyz 0 1
N -2.486 3.450 0.733
C -1.424 3.177 0.023
N -0.471 4.027 0.173
O -1.322 2.076 -0.753
H -3.276 2.844 0.454
H -2.564 3.957 1.669
H 0.238 4.043 -0.560
H -0.615 4.868 0.747
N -2.008 -2.490 0.731
C -2.123 -3.392 -0.268
N -3.139 -3.223 -1.048
O -1.262 -4.461 -0.456
H -1.138 -2.639 1.262
H -2.482 -1.598 0.888
H -3.168 -3.881 -1.803
H -3.829 -2.485 -1.195
N 0.455 -3.160 1.677
C 1.172 -3.023 2.737
N 1.014 -3.959 3.626
O 1.892 -1.866 2.974
H 0.799 -2.558 0.915
H 0.006 -4.057 1.360
H 1.516 -3.863 4.524
H 0.470 -4.785 3.513
N -0.100 0.569 4.353
C -0.289 0.798 3.112
N -1.502 1.013 2.843
O 0.800 1.006 2.217
H 0.888 0.446 4.654
H -0.852 0.205 4.894
H -1.795 1.147 1.874
H -2.224 0.939 3.593
N 2.902 1.426 4.169
C 3.177 0.613 5.168
N 2.418 -0.444 5.209
O 3.861 1.097 6.198
H 3.328 2.411 4.208
H 2.360 1.166 3.254
H 2.287 -0.987 6.138
H 2.128 -0.867 4.265
N 0.479 3.448 -2.998
C 0.327 3.604 -4.284
N -0.955 3.709 -4.664
O 1.429 3.853 -5.064
H 1.439 3.655 -2.686
H -0.132 2.824 -2.463
H -1.125 4.166 -5.582
H -1.751 3.446 -4.062
C 0.242 -1.563 -1.693
C 0.443 -0.573 -0.638
O 1.441 -1.043 0.232
H 1.020 -1.558 -2.439
H -0.703 -1.462 -2.146
H 0.290 -2.569 -1.306
H -0.418 -0.462 0.019
H 0.646 0.458 -0.979
H 1.392 -0.586 1.085
C -0.560 0.386 -4.679
O -1.603 0.989 -5.447
H -0.799 0.445 -3.627
H 0.320 0.966 -5.089
H -0.470 -0.669 -4.965
H -1.549 1.938 -5.243
C -1.436 -4.081 -3.872
O -2.852 -4.220 -3.693
H -0.925 -3.966 -2.953
H -1.152 -3.198 -4.434
H -0.998 -4.891 -4.458
H -3.232 -3.337 -3.707
C 3.245 2.144 0.730
O 2.102 2.362 -0.070
H 3.432 2.868 1.478
H 4.176 2.235 0.161
H 3.248 1.199 1.217
H 1.347 1.940 0.245
*
```

Which charges does Mulliken predict for the atoms? In e, they are: -0.421, 0.289, -0.224, -0.626, 0.309, 0.231, 0.255, 0.217, -0.317, 0.482, -0.385, -0.756, 0.396, 0.182, 0.421, 0.192, -0.444, 0.327, -0.376, -0.764, 0.253, 0.303, 0.288, 0.172, -0.398, 0.509, -0.370, -0.303, -0.059, 0.219, 0.249, 0.189, -0.278, 0.553, -0.367, -0.771, 0.202, 0.209, 0.195, 0.399, -0.113, 0.504, -0.502, -0.717, 0.202, 0.043, 0.216, 0.288, -1.685, 1.083, -0.737, 0.306, 0.388, 0.513, -0.257, 0.239, 0.245, -0.216, -0.610, -0.049, 0.255, 0.186, 0.437, -0.266, -0.601, 0.122, 0.069, 0.322, 0.322, -0.702, -0.382, 0.315, 0.326, 0.187, 0.088

=====

(3)
Computed, not measured: a 2-piece molecular cluster, C20H26N2O5S overall, with ωB97M-V/def2-TZVPD.

Values from the calculation:
HOMO (eV): -7.82
Maximum force (eV Å⁻¹): 2.991
SMILES: COC(=O)[C@H]1CCCN1C1=CCCCC1.Cc1ccc(S(=O)(=O)N=C=O)cc1

Geometry as ORCA input:
```
! RIJCOSX wB97M-V def2-TZVPD def2/J DEFGRID3
* xyz 0 1
C -1.622 -5.042 -2.137
O -2.572 -4.003 -1.851
C -1.967 -2.861 -1.468
O -0.763 -2.758 -1.352
C -2.971 -1.764 -1.194
C -3.828 -2.062 0.049
C -3.963 -0.735 0.793
C -3.137 0.291 0.001
N -2.315 -0.491 -0.936
C -1.577 0.193 -1.910
C -0.228 0.078 -2.151
C 0.361 0.567 -3.434
C -0.350 1.774 -4.029
C -1.847 1.519 -4.113
C -2.402 1.197 -2.733
H -2.244 -5.874 -2.465
H -0.928 -4.724 -2.924
H -1.047 -5.300 -1.238
H -3.636 -1.713 -2.078
H -4.793 -2.461 -0.280
H -3.345 -2.814 0.688
H -5.012 -0.425 0.849
H -3.567 -0.814 1.811
H -3.833 0.961 -0.534
H -2.509 0.924 0.644
H 0.396 -0.563 -1.528
H 1.421 0.822 -3.337
H 0.320 -0.264 -4.162
H -0.169 2.650 -3.393
H 0.058 1.994 -5.020
H -2.352 2.404 -4.514
H -2.052 0.691 -4.804
H -3.435 0.834 -2.842
H -2.456 2.149 -2.170
C 2.357 1.562 6.463
C 2.976 1.477 5.099
C 2.953 2.600 4.261
C 3.511 2.535 2.987
C 4.070 1.337 2.545
S 4.667 1.217 0.865
O 4.949 2.532 0.370
O 5.620 0.149 0.783
N 2.988 0.628 0.050
C 2.880 0.428 -1.148
O 2.906 0.213 -2.321
C 4.137 0.224 3.382
C 3.578 0.292 4.656
H 2.454 0.613 6.996
H 2.833 2.341 7.069
H 1.291 1.813 6.408
H 2.488 3.528 4.612
H 3.497 3.401 2.334
H 4.606 -0.689 3.032
H 3.600 -0.582 5.317
*
```

Which charges does Mulliken predict for the atoms? In e, they are: -0.694, -0.330, 0.081, -0.577, 0.585, -0.665, -0.588, -0.711, 0.241, -0.430, -0.411, -0.654, -0.864, -0.879, -0.385, 0.244, 0.305, 0.294, 0.274, 0.313, 0.352, 0.292, 0.263, 0.370, 0.352, 0.688, 0.315, 0.205, 0.322, 0.376, 0.318, 0.319, 0.365, 0.281, -1.345, 0.959, -0.617, -0.489, 0.406, 1.125, -0.569, -0.576, -0.525, 0.899, -0.558, -0.476, -0.715, 0.354, 0.324, 0.321, 0.369, 0.437, 0.425, 0.284

=====

(4)
Computed, not measured: C27H35BrClF2N4O5S3 as an isolated structure, with ωB97M-V/def2-TZVPD.

Values from the calculation:
HOMO (eV): -3.36
Maximum force (eV Å⁻¹): 9.866

Geometry as ORCA input:
```
! RIJCOSX wB97M-V def2-TZVPD def2/J DEFGRID3
* xyz -1 1
C 2.953 -5.676 2.211
C 2.579 -4.925 3.657
C 3.219 -3.416 3.764
N 2.679 -2.608 4.963
C 2.350 -1.239 4.332
C 3.628 -0.203 4.036
C 3.373 1.275 3.310
C 4.639 2.274 2.977
C 1.814 1.637 2.929
C 0.522 0.625 3.250
C 0.796 -0.835 3.969
F -0.404 -1.684 4.230
N -0.890 1.032 2.892
S -1.555 2.213 3.997
C -1.032 1.478 1.454
C 0.001 2.622 0.804
C -0.093 3.119 -0.763
C 0.982 4.236 -1.390
C 2.318 3.457 -2.028
C 3.160 4.394 -3.091
Cl 3.551 2.957 -0.701
C -1.297 2.417 -1.686
C -1.544 2.819 -3.285
C -0.988 1.552 -4.179
C 0.505 1.898 -4.840
N 1.478 0.738 -4.665
C -2.333 1.265 -1.063
C -3.507 0.513 -1.969
C -3.111 -1.081 -2.072
C -3.545 -1.809 -3.476
S -3.666 -3.709 -3.336
O -4.652 -4.310 -4.413
O -2.270 -4.358 -3.682
O -4.153 -4.241 -1.789
C -2.208 0.801 0.505
C -3.164 -0.340 1.245
O -2.665 -1.606 1.216
N -4.463 0.006 1.943
C -5.505 -1.068 1.717
O -6.111 -1.597 2.784
F -5.861 -1.592 0.373
S 1.316 3.254 2.040
H 2.183 -5.364 1.358
H 4.019 -5.335 1.801
H 2.883 -6.849 2.283
H 1.389 -4.893 3.686
H 2.918 -5.661 4.515
H 4.400 -3.437 3.811
H 2.940 -2.851 2.754
H 1.727 -3.043 5.123
H 4.716 -0.590 4.331
H 4.335 3.233 2.339
H 5.363 1.652 2.260
H 5.254 2.566 3.955
H -2.824 1.673 4.347
H 1.305 5.044 -0.608
H 0.436 4.771 -2.286
H 1.918 2.448 -2.484
H 3.697 5.236 -2.438
H 4.054 3.715 -3.498
H 2.514 4.867 -3.944
H -1.041 3.831 -3.592
H -2.714 2.947 -3.440
H -0.922 0.631 -3.421
H -1.706 1.252 -5.077
H 0.912 2.921 -4.381
H 0.293 2.136 -5.979
H 2.293 0.994 -4.065
H 0.994 -0.129 -4.331
H -4.527 0.562 -1.361
H -3.590 0.921 -3.063
H -3.679 -1.663 -1.200
H -1.961 -1.223 -1.843
H -2.709 -1.628 -4.306
H -4.597 -1.440 -3.837
H -5.015 -3.821 -1.492
H -4.799 0.959 1.665
Br 2.689 -4.714 6.243
*
```

Which charges does Mulliken predict for the atoms? In e, they are: -0.938, -0.292, -0.297, -0.438, -0.411, -0.383, 0.600, -0.912, 0.045, -0.134, 0.384, -0.324, 0.337, -0.121, -0.583, 0.363, 0.001, -0.918, 0.220, -1.035, -0.139, 0.330, -1.057, -0.175, 0.179, -0.651, 0.211, -0.512, -0.235, -0.658, 1.120, -0.614, -0.605, -0.463, -0.023, 0.024, -0.535, -0.155, 0.477, -0.455, -0.197, -0.241, 0.204, 0.238, 0.300, 0.260, 0.274, 0.162, 0.265, 0.506, 0.266, 0.229, 0.241, 0.300, 0.140, 0.431, 0.257, -0.019, 0.336, 0.309, 0.295, 0.329, 0.344, -0.048, 0.224, -0.237, 0.305, 0.308, 0.270, 0.297, 0.330, 0.140, 0.355, 0.269, 0.372, 0.354, 0.396, -0.791

=====

(5)
Computed, not measured: a 2-piece molecular cluster, C5H13O2 overall, with ωB97M-V/def2-TZVPD.

Values from the calculation:
HOMO (spin up / spin down) (eV): -9.00 / -10.18
Expectation value of S²: 0.754
Maximum force (eV Å⁻¹): 1.909

Geometry as ORCA input:
```
! RIJCOSX wB97M-V def2-TZVPD def2/J DEFGRID3
* xyz 0 2
O -1.487 0.369 -2.778
H -2.207 0.159 -3.392
H -0.989 1.530 -0.214
C -0.783 1.139 0.791
C -0.225 -0.277 0.707
C -1.196 -1.253 0.154
C 1.038 -0.300 -0.156
C 2.196 0.550 0.390
O 0.221 -0.701 2.021
H -0.064 1.831 1.237
H -1.727 1.204 1.346
H -1.534 -0.327 -2.140
H -0.843 -2.141 -0.367
H -2.281 -1.061 0.268
H 1.397 -1.334 -0.247
H 0.818 0.046 -1.170
H 3.073 0.378 -0.245
H 1.982 1.627 0.379
H 2.456 0.265 1.416
H 0.156 -1.701 2.000
*
```

Which charges does Mulliken predict for the atoms? In e, they are: -0.615, 0.299, 0.284, -1.609, 1.486, -1.564, -0.453, -1.272, -0.581, 0.395, 0.437, 0.304, 0.465, 0.385, 0.414, 0.232, 0.396, 0.308, 0.286, 0.404

=====

(6)
Computed, not measured: C5H9NO as an isolated structure, with ωB97M-V/def2-TZVPD.

Values from the calculation:
HOMO (spin up / spin down) (eV): -8.14 / -8.14
Maximum force (eV Å⁻¹): 0.376

Geometry as ORCA input:
```
! RIJCOSX wB97M-V def2-TZVPD def2/J DEFGRID3
* xyz 0 1
C -2.130 -0.201 -0.206
C -1.169 0.583 0.663
N -0.032 -0.006 1.294
C 0.196 1.021 0.237
C 0.853 0.150 -0.699
C 2.212 -0.348 -0.421
O 1.572 -1.471 0.153
H -2.744 0.461 -0.826
H -2.799 -0.786 0.434
H -1.611 -0.914 -0.855
H -1.672 1.338 1.279
H 0.758 -1.029 0.876
H 0.654 1.967 0.533
H 0.308 -0.393 -1.463
H 2.820 -0.640 -1.281
H 2.785 0.267 0.281
*
```

Which charges does Mulliken predict for the atoms? In e, they are: -1.186, 0.393, -0.691, -0.173, -0.432, -0.292, -0.568, 0.293, 0.311, 0.294, 0.344, 0.471, 0.378, 0.307, 0.304, 0.247